{"formula": "C3H14O3S", "method": "wB97M-V/def2-TZVPD", "total_charge": 0, "e_lumo_ev": 0.4, "smiles": "CCSC.O.O.O", "e_tot_ev": -20314.6507, "de_lowest_kj_mol": 152.9, "symbols": ["C", "C", "S", "C", "H", "H", "H", "H", "H", "H", "H", "H", "O", "H", "H", "O", "H", "H", "O", "H", "H"], "positions_angstrom": [[3.98809, -1.38743, -1.21515], [3.44710, -0.85246, 0.13985], [1.63857, -0.70258, 0.15262], [0.72710, -2.11724, 0.91229], [4.34378, -0.50286, -1.73623], [4.90018, -1.93826, -0.94118], [3.36783, -2.09174, -1.74831], [3.73792, -1.46646, 0.98863], [3.70203, 0.18442, 0.29778], [0.51808, -2.90559, 0.20094], [0.07954, -1.61297, 1.61455], [1.47082, -2.61788, 1.55428], [0.78984, 2.51140, -1.20811], [1.00782, 1.96906, -0.46982], [1.49886, 3.09584, -1.37836], [-5.17927, 3.89478, -0.88010], [-4.23559, 3.73481, -0.85824], [-5.59588, 4.11266, -0.05841], [-5.60795, -1.33972, 1.83680], [-4.65868, -1.28609, 1.84248], [-5.86975, -1.21922, 0.91778]], "lowdin_charge": [-0.155, -0.540, 0.777, -0.380, 0.064, 0.064, 0.060, 0.064, 0.046, 0.027, 0.018, 0.029, -0.043, -0.040, 0.009, -0.051, 0.032, 0.019, -0.054, 0.019, 0.035]}



{"formula": "C6H10N3", "method": "wB97M-V/def2-TZVPD", "total_charge": 1, "e_lumo_ev": [-6.5, -7.2], "e_tot_ev": -10841.4516, "de_lowest_kj_mol": 657.2, "symbols": ["C", "C", "C", "C", "C", "C", "N", "N", "N", "H", "H", "H", "H", "H", "H", "H", "H", "H", "H"], "positions_angstrom": [[-0.76458, -0.81554, 0.07236], [-0.08788, 0.37393, 0.02888], [1.10385, 0.58336, 1.07278], [1.89398, 1.77877, 0.45545], [0.76566, 2.42706, -0.42320], [-1.82022, -2.87900, -0.50706], [-2.44265, -0.85718, -1.51869], [-1.73252, -1.37666, -0.70260], [-0.25768, 1.42159, -0.66631], [-0.38991, -1.41917, 0.84784], [0.47279, 0.71624, 1.89365], [1.82009, -0.33439, 1.07135], [2.31795, 2.28508, 1.33230], [2.78748, 1.53545, -0.10466], [0.30182, 3.28151, 0.05713], [1.02339, 2.91075, -1.41592], [-2.64567, -3.39240, -0.96914], [-0.82990, -3.20553, -1.12521], [-1.51600, -3.03387, 0.60107]], "lowdin_charge": [0.003, -0.286, -0.083, -0.126, -0.153, 0.058, 0.406, -0.235, 0.151, 0.117, 0.097, 0.153, 0.116, 0.106, 0.127, 0.148, 0.095, 0.171, 0.135]}



{"formula": "C16H21BrCl6NO2S", "method": "wB97M-V/def2-TZVPD", "total_charge": 1, "e_lumo_ev": -4.5, "e_tot_ev": -178521.9992, "symbols": ["O", "S", "O", "C", "C", "C", "C", "C", "C", "C", "N", "Br", "C", "C", "C", "H", "H", "H", "H", "H", "H", "H", "H", "H", "Cl", "C", "C", "Cl", "H", "H", "H", "H", "Cl", "C", "C", "Cl", "H", "H", "H", "H", "Cl", "C", "C", "Cl", "H", "H", "H", "H"], "positions_angstrom": [[3.59113, 1.66603, 1.27231], [4.00915, 2.94894, 0.77283], [4.44723, 3.79040, 1.86369], [2.68797, 3.83444, -0.11090], [1.37403, 3.07940, -0.17660], [1.12281, 1.97072, -1.06167], [-0.09326, 1.33999, -1.11309], [-1.19669, 1.74801, -0.29762], [-2.49040, 1.11670, -0.36837], [-3.45963, 1.62871, 0.46270], [-3.19597, 2.66154, 1.33384], [-4.58543, 3.27890, 2.40502], [-2.01020, 3.24150, 1.40853], [-0.92970, 2.83309, 0.60036], [0.34453, 3.47790, 0.64341], [5.08694, 2.87589, -0.08112], [2.55755, 4.79930, 0.40895], [3.05306, 4.07680, -1.12925], [1.90527, 1.60555, -1.73516], [-0.26932, 0.49494, -1.78735], [-2.67997, 0.30542, -1.06039], [-4.46834, 1.21416, 0.43286], [-1.83289, 4.06596, 2.10861], [0.46267, 4.30899, 1.34720], [7.06630, 0.76294, 1.15269], [6.64067, 0.96627, 2.87494], [7.86231, 1.08849, 3.75144], [8.78104, -0.43539, 3.84104], [6.01891, 0.12366, 3.16945], [6.04154, 1.87366, 2.94827], [7.56052, 1.33681, 4.76822], [8.53422, 1.86603, 3.39368], [-4.65183, -1.90838, -4.08934], [-4.71728, -2.83383, -2.56557], [-5.49459, -2.11055, -1.49598], [-4.64105, -0.64106, -0.93250], [-3.69818, -3.03881, -2.24959], [-5.19971, -3.78338, -2.79213], [-5.62017, -2.75658, -0.62835], [-6.48093, -1.81335, -1.84561], [-2.11741, -5.59128, -3.79379], [-2.06754, -6.60745, -2.33117], [-3.28281, -6.40314, -1.46280], [-3.30421, -4.77941, -0.71988], [-1.14906, -6.38243, -1.79299], [-2.02377, -7.64394, -2.66350], [-3.28315, -7.12493, -0.64723], [-4.20435, -6.52725, -2.02811]], "lowdin_charge": [-0.335, 0.656, -0.358, -0.190, -0.220, 0.024, 0.010, -0.102, -0.015, -0.153, -0.460, 0.936, -0.046, -0.106, 0.042, 0.081, 0.112, 0.121, 0.137, 0.134, 0.041, 0.048, 0.144, 0.140, 0.547, -0.654, -0.662, 0.543, 0.075, 0.052, 0.074, 0.070, 0.553, -0.733, -0.596, 0.699, -0.020, 0.070, 0.066, 0.077, 0.555, -0.653, -0.618, 0.617, 0.071, 0.078, 0.077, 0.074]}



{"formula": "C32H74AsF5N9O5S2Si3TeTi", "method": "wB97M-V/def2-TZVPD", "total_charge": 3, "e_lumo_ev": -8.0, "e_tot_ev": -208155.9760, "de_lowest_kj_mol": 0.0, "symbols": ["Ti", "C", "C", "C", "C", "N", "N", "H", "H", "H", "H", "H", "H", "H", "H", "H", "H", "H", "H", "F", "Te", "F", "F", "F", "F", "O", "C", "Si", "C", "C", "As", "Si", "C", "C", "C", "Si", "C", "C", "C", "H", "H", "H", "H", "H", "H", "H", "H", "H", "H", "H", "H", "H", "H", "H", "H", "H", "H", "H", "H", "H", "H", "H", "H", "H", "H", "H", "N", "C", "N", "C", "C", "C", "C", "C", "H", "H", "H", "H", "H", "H", "H", "H", "H", "H", "C", "C", "S", "O", "O", "C", "C", "N", "C", "N", "C", "C", "N", "O", "O", "C", "H", "H", "H", "H", "H", "H", "H", "H", "H", "H", "H", "H", "H", "C", "C", "N", "C", "S", "N", "C", "C", "H", "H", "H", "H", "H", "H", "H", "H", "H", "H", "H", "H"], "positions_angstrom": [[-0.26339, 0.66159, 1.36224], [0.06657, 3.05411, -4.16209], [0.03457, 4.17193, -3.12029], [1.25241, 5.07264, -3.29591], [-1.25089, 4.98458, -3.23498], [0.14659, 3.66745, -1.71538], [-0.85926, 2.67772, -1.37453], [-0.01751, 3.48296, -5.16063], [-0.76196, 2.34704, -4.05251], [1.00509, 2.50132, -4.10535], [1.26052, 5.49064, -4.30182], [2.17871, 4.50821, -3.16418], [1.24296, 5.89895, -2.58580], [-1.31563, 5.44172, -4.22155], [-1.28016, 5.77555, -2.48605], [-2.15254, 4.36723, -3.13252], [1.03429, 3.18160, -1.60029], [-0.47611, 1.72185, -1.53331], [-1.64703, 2.79365, -2.01264], [1.16875, -0.36823, 1.98219], [0.81435, -2.60292, 2.12574], [1.45062, -2.18335, 3.81679], [0.40421, -4.29009, 2.84092], [0.91328, 1.55578, 0.37191], [-0.79393, -1.72728, 2.85320], [-1.19628, -0.37245, 0.35711], [-4.57691, 2.55113, -1.11460], [-3.86097, 3.59131, 0.25125], [-3.96389, 5.40378, -0.12699], [-4.53377, 3.17103, 1.94113], [-1.53277, 2.92327, 0.48746], [-2.68049, -1.26382, 0.08300], [-3.24625, -0.81248, -1.62979], [-3.83015, -0.69755, 1.42201], [-2.27031, -3.06539, 0.18729], [-0.30525, 4.82808, 1.35105], [-1.32852, 5.04475, 2.90129], [1.42796, 4.28030, 1.73057], [-0.36958, 6.31598, 0.24555], [-5.62659, 2.83373, -1.24010], [-4.54820, 1.48760, -0.88390], [-4.10341, 2.71549, -2.08641], [-5.02130, 5.68257, -0.07346], [-3.60846, 5.64954, -1.12867], [-3.43393, 6.02293, 0.59663], [-5.57987, 2.86755, 1.85014], [-4.50177, 4.04330, 2.59634], [-4.00273, 2.35518, 2.43408], [-2.91988, 0.17753, -1.95299], [-4.33869, -0.82635, -1.66493], [-2.89135, -1.54080, -2.35976], [-4.10059, 0.35376, 1.31051], [-3.38124, -0.84240, 2.40694], [-4.75469, -1.27947, 1.39345], [-1.44142, -3.33747, -0.47091], [-3.14566, -3.62331, -0.15864], [-2.05706, -3.39564, 1.20431], [-1.45121, 4.11291, 3.45817], [-2.31861, 5.45207, 2.68888], [-0.82425, 5.75279, 3.56441], [1.93449, 5.12861, 2.20145], [1.46584, 3.44478, 2.43092], [1.99310, 4.01204, 0.83908], [-1.32810, 6.45731, -0.25058], [0.40829, 6.26779, -0.51463], [-0.18436, 7.19756, 0.86663], [-0.87033, 1.22103, 3.20739], [-1.15638, 1.09729, 4.33654], [-1.45947, 0.93932, 5.56050], [-2.47712, 1.79149, 6.24300], [-1.85862, 2.42812, 7.47648], [-1.06827, 1.40688, 8.32757], [-1.20805, -0.02000, 7.80360], [-0.74661, -0.12003, 6.36165], [-3.31618, 1.14154, 6.48791], [-2.82315, 2.53164, 5.52282], [-2.66866, 2.87517, 8.05307], [-1.21022, 3.24799, 7.16529], [-1.39807, 1.44603, 9.36368], [-0.01090, 1.67757, 8.33418], [-2.23484, -0.37934, 7.89626], [-0.59451, -0.70440, 8.38967], [-0.97105, -1.08650, 5.91217], [0.32301, 0.07547, 6.28033], [1.33224, -6.35724, -4.29944], [1.25835, -5.12455, -5.19101], [1.86239, -3.69863, -4.31962], [0.96742, -3.39634, -3.22133], [3.26291, -3.87246, -4.02513], [1.73491, -2.37493, -5.53332], [2.58011, -1.18569, -5.11345], [2.11713, -0.40294, -3.94601], [0.87692, -0.27605, -3.40648], [0.91171, 0.34714, -2.23246], [2.21814, 0.67952, -2.01777], [2.96414, 0.23296, -3.05702], [4.38674, 0.43216, -3.19293], [4.96855, -0.07047, -4.13168], [4.89987, 1.09631, -2.31854], [-0.39796, -0.71232, -4.03267], [0.95864, -7.21571, -4.85433], [0.72132, -6.23357, -3.40652], [2.36115, -6.56279, -4.00821], [0.23534, -4.89891, -5.49563], [1.88197, -5.23249, -6.07959], [0.68594, -2.18498, -5.73370], [2.19215, -2.75223, -6.44999], [2.74574, -0.52082, -5.96005], [3.54979, -1.57754, -4.82704], [2.57321, 1.18825, -1.13856], [-0.49238, -1.79606, -4.05300], [-0.51160, -0.31388, -5.04219], [-1.20415, -0.31933, -3.42061], [4.34167, -6.22137, -1.78066], [5.03837, -5.56063, -0.60572], [4.27054, -4.41538, -0.07616], [3.67268, -4.26141, 1.09181], [3.35076, -2.60173, 1.58710], [3.32768, -5.23383, 1.90729], [3.32264, -6.69177, 1.70022], [2.22446, -7.29710, 2.55453], [4.97310, -7.01382, -2.18157], [4.17310, -5.49270, -2.57440], [3.38339, -6.65709, -1.49522], [6.00117, -5.15517, -0.91578], [5.24056, -6.24778, 0.21052], [4.31347, -3.57371, -0.63198], [3.05645, -4.92997, 2.82962], [4.29540, -7.10737, 1.96617], [3.14307, -6.88080, 0.64384], [2.38047, -7.07017, 3.61065], [2.23007, -8.38079, 2.45100], [1.24401, -6.92528, 2.25843]], "lowdin_charge": [0.868, -0.027, -0.603, -0.015, -0.021, -0.008, -0.171, 0.105, 0.074, 0.079, 0.106, 0.095, 0.081, 0.108, 0.075, 0.072, 0.104, 0.068, 0.081, -0.517, 1.773, -0.448, -0.469, -0.382, -0.523, -0.432, -0.195, 0.373, -0.191, -0.203, 1.096, 0.423, -0.146, -0.133, -0.156, 0.379, -0.205, -0.196, -0.182, 0.060, 0.005, 0.032, 0.060, 0.033, 0.024, 0.055, 0.039, 0.005, 0.010, 0.055, 0.040, 0.007, 0.036, 0.060, 0.042, 0.059, 0.019, 0.008, 0.025, 0.055, 0.056, 0.028, 0.031, 0.011, 0.020, 0.059, 0.089, -0.180, -0.021, -0.102, -0.146, -0.162, -0.171, -0.083, 0.135, 0.124, 0.125, 0.116, 0.121, 0.119, 0.124, 0.131, 0.129, 0.138, -0.097, -0.287, 0.655, -0.329, -0.307, -0.200, -0.112, 0.081, -0.329, 0.101, -0.060, -0.133, -0.332, 0.110, 0.110, 0.004, 0.092, 0.081, 0.067, 0.113, 0.115, 0.092, 0.126, 0.147, 0.104, 0.111, 0.067, 0.102, 0.053, -0.065, -0.188, 0.047, -0.721, 0.655, 0.031, -0.201, -0.061, 0.096, 0.050, 0.070, 0.134, 0.106, 0.130, 0.123, 0.129, 0.105, 0.089, 0.092, 0.075]}



{"formula": "C3H6O4", "method": "wB97M-V/def2-TZVPD", "total_charge": 0, "e_lumo_ev": 0.6, "smiles": "C[C@H](OO)C(=O)O", "e_tot_ev": -11394.1399, "de_lowest_kj_mol": 439.3, "symbols": ["C", "C", "O", "O", "C", "O", "O", "H", "H", "H", "H", "H", "H"], "positions_angstrom": [[1.52506, 0.84430, 0.04856], [0.34072, 0.07930, -0.42871], [-0.89674, 0.45839, 0.69037], [-2.18340, 0.60356, 0.03709], [0.06449, -1.27885, 0.11500], [0.99887, -1.87956, 0.65047], [-1.03448, -1.91689, -0.36936], [1.46581, 1.87022, -0.33377], [2.45090, 0.39188, -0.32422], [1.56406, 0.89523, 1.13735], [0.12256, 0.18095, -1.49532], [-2.66229, 1.01784, 0.77870], [-1.75555, -1.26636, -0.50616]], "lowdin_charge": [-0.038, -0.101, -0.144, -0.056, -0.528, 0.100, 0.104, 0.091, 0.103, 0.096, 0.158, 0.115, 0.099]}



{"formula": "C5H37NO15", "method": "wB97M-V/def2-TZVPD", "total_charge": 0, "e_lumo_ev": 0.2, "e_tot_ev": -37990.5104, "de_lowest_kj_mol": 173.8, "symbols": ["C", "N", "C", "O", "O", "C", "C", "C", "H", "H", "H", "H", "H", "H", "H", "H", "H", "H", "H", "H", "H", "O", "H", "H", "O", "H", "H", "O", "H", "H", "O", "H", "H", "O", "H", "H", "O", "H", "H", "O", "H", "H", "O", "H", "H", "O", "H", "H", "O", "H", "H", "O", "H", "H", "O", "H", "H", "O"], "positions_angstrom": [[0.38354, -0.28854, 0.36339], [0.42320, 0.48024, -0.86756], [0.09399, 0.03586, -2.11334], [-0.15935, -1.28642, -2.32775], [0.14493, 0.75137, -3.09280], [1.29362, 0.35452, 1.35907], [0.86584, 1.75902, 1.87327], [-0.47520, 1.79202, 2.64923], [0.60405, -1.37397, 0.17503], [-0.69008, -0.34905, 0.75752], [0.45188, 1.51836, -0.82555], [-0.71611, -1.81191, -1.68627], [1.36031, -0.41282, 2.16839], [2.36583, 0.42892, 1.21649], [0.67041, 2.34264, 0.90706], [1.71007, 2.24435, 2.45649], [-0.85817, 2.85066, 2.76574], [-0.33851, 1.59917, 3.68580], [-1.01534, 1.03322, 2.08246], [2.41335, -1.46758, -2.18293], [1.52142, -2.34755, -3.00545], [2.28726, -2.39376, -2.38958], [2.82306, -1.79638, 0.83607], [4.29471, -2.30036, 1.19881], [3.71341, -1.54854, 1.10821], [3.99927, -0.59312, -0.58044], [3.21133, 0.75145, -0.79803], [3.53352, -0.05491, -1.22655], [-1.89991, -1.01975, 4.00170], [-2.87312, -0.57063, 2.90349], [-2.26286, -1.29617, 3.16144], [1.09891, -4.56653, -0.26700], [1.70754, -3.40504, -1.06008], [1.48209, -3.69157, -0.15216], [0.13003, -2.85914, 1.66539], [-1.31974, -2.43086, 2.11742], [-0.80851, -3.03115, 1.55804], [-2.18606, 1.87688, -0.85400], [-2.42021, 2.60446, 0.49418], [-2.47533, 1.74641, 0.08260], [-1.56997, -2.68815, 0.17344], [-2.94372, -2.22896, -0.21550], [-2.08851, -2.42812, -0.62894], [-3.68827, 0.16599, -0.33816], [-5.08722, -0.09272, -0.85598], [-4.49097, -0.32720, -0.13892], [-1.45246, 2.36570, -3.03897], [-0.63349, 3.00792, -1.97253], [-1.54245, 2.73570, -2.16133], [-4.47589, 0.14159, 2.12281], [-3.50254, 1.22024, 1.78956], [-3.88591, 0.76263, 2.56685], [3.35110, 0.82390, -2.92269], [1.98767, 1.35728, -3.63955], [2.91625, 1.48771, -3.47094], [1.99117, 2.77686, -2.03421], [1.58607, 4.27264, -1.89854], [1.44411, 3.37321, -1.49421]], "lowdin_charge": [-0.198, 0.108, -0.578, 0.070, 0.040, -0.217, -0.221, -0.109, 0.102, 0.120, 0.106, 0.092, 0.125, 0.082, 0.097, 0.125, 0.096, 0.053, 0.030, 0.002, 0.072, -0.055, 0.019, 0.062, -0.042, 0.031, 0.055, -0.056, 0.054, -0.001, -0.058, 0.053, -0.001, -0.068, 0.038, 0.007, -0.052, 0.019, 0.053, -0.075, -0.010, 0.039, -0.074, 0.005, 0.056, -0.045, 0.056, 0.024, -0.040, 0.043, 0.025, -0.053, 0.007, 0.001, -0.051, 0.015, 0.093, -0.073]}



Q: What is the formula in the third record?
A: C16H21BrCl6NO2S